(1)
The following is a DFT calculation (ωB97M-V/def2-TZVPD) of a molecular structure, C18H32BNO36S7 at a distorted geometry.

CARTESIAN COORDINATES (ANGSTROEM)
H  2.739  -1.665  -3.326
O  0.468  -3.446  1.076
H  -5.122  2.256  -1.099
O  -1.693  2.190  -5.203
H  4.104  0.667  5.238
C  -1.548  -4.702  1.616
C  4.407  0.725  4.189
C  -2.037  -2.860  -4.314
H  -0.841  0.180  -0.374
C  3.417  4.060  2.262
C  -1.621  -4.219  6.002
C  -1.067  -5.662  5.918
C  2.499  5.258  2.590
H  -0.213  -0.692  0.800
C  0.037  3.669  -5.021
H  -3.628  0.871  4.562
C  -5.438  1.228  -0.912
H  4.130  4.355  1.476
H  3.868  0.703  -4.891
O  -2.433  1.185  -0.431
C  2.982  0.135  -4.576
H  0.527  0.740  0.291
O  -2.954  -0.916  0.575
O  -0.472  3.455  -3.673
B  -1.110  -4.724  3.848
S  2.994  1.256  -2.394
C  -0.369  2.402  -5.736
O  -0.693  -5.853  4.660
O  -1.861  -3.649  7.007
O  -2.012  -5.129  2.741
H  4.026  3.690  3.076
H  -4.762  0.897  -2.899
O  2.564  3.085  1.661
H  -5.837  -0.441  -2.307
O  2.112  4.177  -0.466
S  0.306  -2.622  -4.272
S  1.509  3.843  0.771
O  0.240  3.237  0.821
H  6.131  -0.368  3.347
O  -0.829  -6.353  6.813
O  3.788  -0.140  -2.416
H  0.286  1.568  -5.443
O  4.357  -1.198  2.822
H  -0.396  2.330  -6.818
H  -1.992  -2.333  -6.358
N  0.066  -0.121  -0.001
O  -0.344  -1.648  -5.350
O  0.074  1.028  2.566
C  -3.196  0.216  3.798
H  -6.517  1.284  -0.778
O  2.589  -0.465  1.327
O  2.157  0.952  -3.701
O  3.876  2.322  -2.614
O  1.990  -1.221  3.536
S  -0.912  1.127  3.566
H  -2.888  -3.520  -4.425
H  -2.168  -2.356  -3.360
O  -3.961  -0.472  -1.550
S  -3.384  0.163  -0.209
O  -4.808  0.689  0.246
H  -2.307  -1.695  3.854
H  5.009  1.632  4.142
O  -2.796  2.791  -3.178
H  2.157  5.104  3.617
O  -1.698  -3.744  4.768
O  -1.005  1.163  -3.012
H  -0.479  4.584  -5.329
C  -0.182  -4.021  1.875
O  -0.976  -0.163  4.467
S  2.913  -0.575  2.682
H  -2.302  -0.897  -5.324
O  -0.866  -3.667  -4.380
O  -0.894  2.246  4.419
S  -1.558  2.293  -3.619
C  3.451  -0.889  -3.579
O  1.481  -3.170  -4.812
O  0.027  -4.048  3.163
H  -4.005  -0.287  3.281
H  4.317  -1.435  -3.962
O  2.119  1.317  -1.297
C  -5.072  0.284  -2.054
O  -2.032  -4.857  0.560
H  -2.461  -1.014  5.519
H  2.378  -0.166  -5.421
C  5.164  -0.563  3.803
O  -2.382  0.979  2.917
H  0.545  -0.705  -0.687
H  1.089  3.941  -4.987
H  2.969  6.227  2.482
O  0.325  -2.005  -3.008
C  -2.269  -0.807  4.472
C  -1.758  -1.828  -5.419
H  5.293  -1.167  4.697
O  1.395  5.134  1.728
O  3.278  0.839  3.341

Output
energy relative to the best compared isomer or geometry (same formula, charge and spin)	0.0	kJ/mol
gap between HOMO and LUMO	8.6	eV
HOMO level	-8.782	eV

(2)
The following is a DFT calculation (ωB97M-V/def2-TZVPD) of a molecular structure, C18H32Cl16F6NO4S2Sn at a distorted geometry.

CARTESIAN COORDINATES (ANGSTROEM)
H  -4.372  -1.425  -2.257
F  2.749  1.690  2.199
Cl  -5.083  4.065  -2.429
H  2.820  -2.258  6.708
H  6.962  -1.588  2.843
Cl  6.885  -1.784  5.164
H  2.059  -0.645  5.120
Cl  -6.572  0.427  -2.459
H  -6.522  -0.896  -4.397
H  -2.287  -6.463  -2.034
C  -5.755  -0.550  -3.707
C  1.752  3.510  -2.424
O  2.364  -1.080  0.904
S  0.053  -0.896  -0.700
Cl  -2.324  -4.290  0.989
H  1.378  -2.944  5.839
H  5.416  -2.287  3.380
Cl  1.661  -2.089  -3.794
H  3.019  3.539  -0.703
N  -0.227  -0.530  0.845
H  4.824  -1.488  -1.996
H  4.788  -0.026  2.677
C  -2.661  3.504  -3.386
H  -4.435  3.570  -4.643
C  -2.345  -6.213  -0.978
H  -2.278  3.058  -2.468
H  2.635  -2.722  -1.793
C  1.513  -0.770  6.053
C  -2.030  -4.745  -0.745
H  -2.669  -4.115  -1.358
H  -5.743  -2.440  -2.654
H  1.890  -0.085  6.807
C  1.749  -2.191  6.526
Cl  3.176  5.687  -1.551
H  6.370  0.556  3.100
Cl  -2.981  1.788  1.144
H  1.722  2.438  -2.635
Cl  4.784  -0.879  -4.185
F  -2.034  0.511  -1.469
H  -2.440  3.936  3.208
H  -2.362  3.833  0.094
C  -2.645  4.308  2.204
Cl  0.924  -2.446  8.087
C  3.981  -1.284  -2.659
Cl  -1.123  -7.212  -0.141
O  0.867  0.045  -1.399
C  3.065  -2.473  -2.762
Cl  4.895  0.586  4.960
C  -5.048  -1.708  -3.059
H  -1.991  3.008  -4.096
H  3.463  -0.432  -2.223
C  3.032  3.889  -1.730
H  -2.153  5.281  2.198
O  0.328  -2.289  -0.905
H  1.697  3.938  -3.424
O  1.027  -0.789  2.929
C  -4.113  3.209  -3.669
Cl  -4.396  4.587  2.072
Cl  -2.228  5.206  -3.570
F  -1.700  -1.232  -2.655
C  -2.187  3.403  1.078
Cl  -0.213  -0.516  5.575
H  3.485  -3.357  -3.232
C  1.569  1.451  1.672
H  -1.101  3.392  1.185
F  0.600  2.008  2.394
H  -5.115  0.110  -4.287
Cl  -4.163  -2.640  -4.318
F  1.474  1.949  0.452
H  3.930  3.623  -2.278
Cl  0.311  3.818  -1.437
H  -0.977  -4.544  -0.921
S  1.278  -0.424  1.542
Sn  -1.985  -1.082  2.855
C  -1.692  -0.782  -1.423
H  -3.353  -6.420  -0.626
C  6.148  -1.505  3.558
H  -4.352  2.151  -3.590
C  5.560  -0.084  3.442
F  -2.546  -1.452  -0.634

Output
charge	+1
gap between HOMO and LUMO	5.4	eV
HOMO level	-12.301	eV

(3)
The following is a DFT calculation (ωB97M-V/def2-TZVPD) of a molecular structure, C18H32CrF2N3O12S2 at a distorted geometry.

CARTESIAN COORDINATES (ANGSTROEM)
H  -1.014  -4.086  -1.714
Cr  -2.724  -5.549  -5.037
C  0.138  -6.250  -5.350
F  -5.411  -4.434  -5.602
C  -3.773  -8.803  -8.163
H  -0.099  -4.765  -2.845
S  -4.744  -2.930  -5.556
H  -0.909  -5.732  -1.503
C  -4.320  -7.801  -3.373
C  -2.971  -7.891  -7.174
H  -4.564  -6.046  -8.775
C  -6.781  -8.164  -0.450
H  -3.148  -5.638  -1.135
H  -4.972  -4.528  -3.287
H  -3.340  -8.807  -9.164
C  -3.327  -5.174  -2.104
H  -0.409  -9.768  -4.604
H  -4.792  -8.456  -8.334
H  -4.739  -11.405  -6.447
F  -1.040  -2.562  -5.117
C  0.141  -8.851  -4.750
O  3.493  -7.290  -4.938
H  -7.133  -9.172  -0.669
H  -4.566  -6.946  -6.526
H  -1.812  -6.020  -9.071
H  -5.176  -9.784  -6.252
H  -1.965  -7.742  -7.565
H  -6.478  -8.281  -3.143
C  -3.782  -5.799  -8.057
C  2.215  -7.451  -5.156
C  -4.944  -10.509  -7.032
O  -1.750  -4.591  -7.650
H  -2.782  -8.515  -6.300
N  -3.647  -6.607  -6.775
O  -5.688  -7.787  -1.331
C  -2.461  -5.251  -8.652
N  -3.189  -3.718  -5.295
N  -4.514  -6.439  -3.906
H  -7.577  -7.444  -0.638
O  -0.673  -5.333  -5.413
S  -2.644  -2.195  -5.323
O  -2.318  -5.130  -3.044
O  -2.775  -1.455  -4.061
O  -5.410  -2.405  -4.379
O  -2.616  -1.527  -6.572
O  -3.822  -10.232  -7.812
O  -1.810  -7.356  -4.565
C  1.563  -6.292  -5.328
C  -5.519  -8.305  -2.625
H  2.117  -5.365  -5.366
H  -5.215  -9.347  -2.523
H  -5.362  -5.779  -2.088
H  -4.186  -8.489  -4.207
H  -0.112  -4.429  -8.810
C  -0.624  -3.842  -8.047
O  -5.160  -2.581  -6.941
H  -6.514  -8.184  0.607
C  -4.630  -5.456  -2.829
C  1.475  -8.777  -5.007
O  2.029  -9.959  -5.100
H  -2.584  -4.587  -9.507
H  0.064  -3.717  -7.211
H  -5.864  -10.575  -7.614
H  -3.509  -7.989  -2.669
H  -5.402  -6.675  -4.325
H  -3.320  -4.121  -1.822
H  -0.950  -2.920  -8.528
C  -0.598  -7.534  -4.783
H  -4.188  -4.888  -7.616
C  -1.017  -5.001  -2.305

Output
spin multiplicity	5
charge	+1
gap between HOMO and LUMO (alpha / beta)	7.1 / 5.7	eV
HOMO level (alpha / beta)	-12.631 / -11.781	eV

(4)
The following is a DFT calculation (ωB97M-V/def2-TZVPD) of a molecular structure, C18H32F9Li2NO8 at a distorted geometry.

CARTESIAN COORDINATES (ANGSTROEM)
C  -2.064  3.049  -3.798
C  0.141  -0.746  5.839
C  4.420  -1.734  4.452
F  1.230  3.658  0.121
H  -2.072  5.264  -3.850
H  0.384  -2.563  0.673
H  -1.136  -0.292  -4.367
H  1.136  -0.699  -1.951
C  -2.013  4.447  -3.131
C  2.579  -2.681  1.265
C  0.687  4.683  -0.513
F  1.074  -1.504  6.445
H  2.498  -3.764  1.355
F  5.258  -2.628  4.885
C  -2.789  -2.159  -2.009
H  -2.631  -0.026  -3.744
N  -1.602  -1.459  -2.600
F  5.048  -0.686  3.923
H  1.263  -1.088  1.074
H  -3.513  -2.958  -0.069
O  -0.642  1.052  -0.074
Li  -2.317  1.991  0.294
Li  -1.695  0.125  -1.338
H  -3.251  -2.390  -4.683
H  -1.806  -2.167  -0.031
H  -3.556  -1.402  -1.847
H  -2.916  4.628  -2.549
F  -0.654  -0.245  6.841
H  0.216  0.812  0.328
H  -1.626  -2.594  -5.178
H  -1.992  -3.616  -0.731
H  -0.117  -2.794  -1.726
H  3.462  2.141  2.300
C  -1.950  -0.859  -3.916
H  -2.885  2.992  -4.512
H  -2.258  2.225  -3.112
O  -1.606  3.839  -0.375
H  -2.525  -1.376  -6.007
H  -4.271  0.809  -0.955
H  -1.123  2.790  -4.283
H  1.184  2.595  3.326
O  -0.854  4.674  -2.357
F  0.448  5.654  0.344
C  -2.383  -1.825  -5.024
O  3.443  -2.034  2.237
O  1.429  1.247  5.790
F  -0.599  -1.514  5.038
F  3.786  -1.332  5.561
O  2.756  -3.351  3.930
F  1.535  5.062  -1.459
C  1.160  -2.147  1.315
H  1.125  1.576  1.970
O  -3.324  1.047  -0.978
H  2.971  -2.456  0.273
C  -2.579  -2.712  -0.573
C  1.435  1.581  3.015
H  0.799  -0.592  -3.619
C  0.845  -1.313  -2.803
H  0.720  -2.215  2.310
C  2.950  1.486  3.005
H  3.381  1.536  4.005
O  0.803  0.454  3.753
H  3.138  0.467  2.667
H  1.675  -1.997  -2.982
C  -0.693  4.278  -1.103
C  3.423  -2.409  3.525
H  -0.261  -3.008  -3.428
C  0.848  0.388  5.094
H  -3.187  -2.957  -2.636
C  -0.358  -2.257  -2.643

Output
spin multiplicity	2
charge	+1
gap between HOMO and LUMO (alpha / beta)	10.1 / 4.9	eV
HOMO level (alpha / beta)	-12.932 / -12.929	eV